Record 1
Computed, not measured: a molecular structure, C39H29HfN4O4PSi at a distorted geometry, with ωB97M-V/def2-TZVPD.

Summary:
Total energy in eV: -73533.9280
Highest occupied orbital energy in eV: -8.3
HOMO-LUMO gap in eV: 7.46

Structure (XYZ):
```
79
Properties=species:S:1:pos:R:3:forces:R:3:lowdin_charge:R:1
C 1.45954 0.86711 -2.94811 0.6 1.2 0.5 -0.34
N -1.32623 -0.34538 6.33036 0.0 0.1 0.2 0.13
C -0.46061 3.00827 -1.53699 1.5 -0.9 -0.4 -0.42
H 3.07200 0.30584 -0.34763 -0.3 -0.4 -0.1 0.09
H -2.87672 -0.82921 -3.75569 0.8 -0.2 0.8 0.12
H -4.27570 0.69750 1.79152 -0.1 -0.1 0.0 0.07
O 1.74746 -1.58757 -0.32041 -0.6 0.2 0.4 0.07
C 2.25805 2.27391 -0.54059 0.0 0.4 0.3 -0.35
N -2.34097 1.10530 4.62709 -0.8 0.9 0.4 0.13
H 2.76523 -1.23505 -5.89887 0.4 0.2 0.0 0.10
C -4.21713 -1.17141 0.71798 -0.3 0.0 -0.1 -0.38
H 4.95185 -3.39365 2.84057 0.4 -0.2 -0.1 0.11
H -2.81321 5.88915 -0.74583 -0.9 0.7 0.3 0.08
H -1.48968 -5.15261 -1.70409 0.3 0.1 0.0 0.10
C -4.72150 -2.46198 0.66531 -0.2 -1.1 -0.2 -0.12
H -5.92593 -0.16708 3.57449 0.2 0.2 -0.5 0.10
C 4.49998 2.99001 0.93724 0.2 2.3 1.2 -0.09
C 2.88892 -1.05342 4.20817 0.6 0.8 0.6 0.02
C -6.04384 -2.06379 2.62789 -1.1 -0.3 0.9 -0.11
C -2.35959 -1.65375 -3.21760 -1.0 -1.3 -1.5 -0.14
H 1.81154 4.39145 -0.60377 0.0 -0.3 0.3 0.11
H -5.95419 -3.92575 1.66997 -0.1 -0.1 -0.4 0.10
C -0.67390 3.99174 -2.51738 0.9 -0.6 -0.9 -0.11
C -2.56553 -1.93579 -1.87132 -0.2 1.4 0.7 -0.38
C 3.12053 0.57540 -4.70320 -0.4 -0.3 0.9 -0.07
C 4.27791 1.67584 0.66392 1.5 -0.4 -0.1 -0.10
C -2.00253 1.23019 3.46212 0.7 -0.1 -2.2 -0.29
H -2.12464 -3.35170 -0.27431 -0.6 0.3 0.2 0.11
C -4.66107 -0.31942 1.73353 -0.8 0.0 0.9 -0.12
C 2.64837 1.27195 -3.61007 -1.3 -0.3 1.0 -0.07
C -5.63450 -2.89701 1.60125 0.1 -0.2 0.8 -0.10
Si -3.13298 -0.59127 -0.68387 0.1 1.1 -0.2 0.61
H -6.73735 -2.48342 3.40647 0.8 0.6 -0.8 0.12
H 2.83446 -0.46110 5.11945 -0.1 -0.3 -0.2 0.13
H 1.22359 -0.17141 3.22464 -1.3 1.2 0.3 0.09
C -1.07035 2.97129 -0.29530 -0.7 -0.1 0.1 -0.32
H -0.89819 -4.65150 -4.09259 -0.8 0.6 0.4 0.11
H 5.08761 0.95853 0.94625 -1.2 0.4 -0.3 0.13
C -1.60469 4.94406 -2.28596 -1.9 1.6 1.6 -0.07
C -2.18388 -3.14294 -1.33390 1.2 -1.5 0.0 -0.14
C -5.61025 -0.74926 2.70595 1.1 -0.2 -0.6 -0.07
C 2.16192 -1.59259 2.00343 1.1 0.0 -0.7 -0.11
H 3.46875 -3.04150 0.91549 -0.6 0.6 0.4 0.13
H 4.01834 0.94170 -5.14259 0.6 -0.2 -0.5 0.10
P 0.76479 1.60720 -1.40191 0.6 1.0 -0.5 1.04
C 2.45481 -0.59888 -5.08126 -0.6 0.5 -0.8 -0.07
H -0.11151 4.01959 -3.46522 -0.3 -0.3 0.5 0.12
H 3.76747 5.00749 0.92428 -0.2 0.2 -0.4 0.10
O 4.70127 -1.41794 6.12447 0.1 0.1 0.0 0.08
H -1.91503 5.68715 -3.03677 0.5 -0.4 0.3 0.11
C 1.31391 -1.32872 0.78578 0.5 -0.6 -0.2 -0.56
O 5.91906 -2.71226 4.94055 0.3 -0.4 -0.6 0.09
H -4.40510 -3.20683 -0.08357 -0.1 0.7 0.3 0.10
H -3.95942 0.41481 -1.43118 0.1 -0.2 -0.1 -0.04
C 2.02184 -0.83140 3.16165 0.8 -2.1 -0.7 0.01
H -2.39843 4.24413 0.86697 -0.6 -0.2 1.9 0.07
C -1.80133 -2.66615 -4.02986 -0.3 0.5 -0.3 -0.11
H 5.38966 3.27011 1.55440 -0.9 -0.2 -0.7 0.12
C 3.94037 -1.93221 4.04957 0.0 -0.7 -1.2 -0.14
C 3.17499 1.34144 -0.08350 -0.3 -1.0 -0.4 -0.12
H 3.13854 2.09694 -3.14262 0.7 0.5 -0.3 0.10
C 4.13661 -2.70620 2.89050 -0.9 1.4 0.6 0.02
C 1.22511 -0.89119 -4.53347 -0.5 -1.1 0.8 -0.06
C 0.74737 -0.18017 -3.42412 0.1 -0.8 -1.3 -0.11
C -1.66005 -4.16699 -2.11899 -0.3 0.7 -1.0 -0.07
N 4.93425 -2.03193 5.09792 -0.2 0.3 1.5 -0.36
C -2.23627 5.04148 -0.97552 2.5 -1.5 -2.2 -0.05
H -0.17163 -0.44305 -2.96132 -0.6 -0.5 0.3 0.06
O 0.11273 -0.81911 1.02648 0.1 0.7 -0.4 -0.24
H 0.65736 -1.79003 -4.84386 0.5 0.7 0.0 0.10
N -1.72968 1.35670 2.29873 -0.5 0.1 1.7 -0.02
C 2.48219 3.62068 -0.20524 -0.6 0.7 -0.5 -0.08
H -1.72203 -2.48543 -5.12604 0.1 -0.2 1.0 0.11
Hf -1.04764 0.75802 0.46226 0.4 0.0 -0.3 1.41
C 3.57234 4.01093 0.55372 1.1 -1.9 0.4 -0.06
C -1.78720 0.35916 5.54333 0.4 -0.9 0.6 -0.35
C 3.26419 -2.47321 1.83913 -0.2 -0.5 0.1 0.01
C -1.91536 4.08565 -0.03828 0.0 0.1 -1.0 -0.12
C -1.44900 -3.89942 -3.48005 0.8 -0.6 -0.2 -0.09
```
Forces are in eV/Å.

Record 2
Computed, not measured: a molecular structure, C39H29MnN10S at a distorted geometry, with ωB97M-V/def2-TZVPD.

Summary:
Total energy in eV: -97972.2182
Charge: -1
Highest occupied orbital energy (spin up / spin down) in eV: -2.8 / -3.0
<S²>: 8.822
2S+1: 6
HOMO-LUMO gap (spin up / spin down) in eV: 4.58 / 4.41

Structure (XYZ):
```
80
Properties=species:S:1:pos:R:3:forces:R:3:lowdin_spin:R:1
H 4.62261 -0.60471 0.05139 0.0 0.0 0.0 0.00
H 3.80913 3.01942 -2.17617 0.0 0.0 0.0 0.00
C -3.95274 0.64946 -1.28826 1.2 0.6 0.6 0.01
H 0.51643 7.89531 0.18067 0.0 0.0 0.0 0.00
C 0.83810 -3.78152 0.87015 0.1 0.0 0.0 0.00
N -2.12697 -2.28200 -0.36499 1.4 -0.4 0.5 0.01
H 2.62298 0.11904 -3.32356 0.0 0.1 0.2 0.01
H -1.71726 7.63998 -0.80540 0.0 0.0 0.0 0.00
C 1.57977 -4.90308 1.19722 0.0 0.0 0.0 0.00
N 2.17497 -1.87606 1.58559 0.3 -0.3 -0.3 0.02
C -0.93573 -2.52150 0.11898 -2.0 -1.1 -0.8 -0.01
C 3.01284 -0.00919 2.95445 -0.2 -0.3 -0.2 0.02
C 0.63439 0.24687 -2.87516 -0.3 -0.1 0.3 0.43
C 0.72699 3.19241 0.66408 0.1 0.1 0.2 0.01
N 0.03535 -1.64261 0.48894 1.1 1.4 0.3 0.01
C 4.11697 0.18147 5.06679 0.0 -0.1 0.0 0.01
H -6.78878 -1.56067 -2.63532 0.0 0.0 0.0 0.00
S -0.27219 1.21571 -3.91500 0.2 0.0 0.1 0.32
H 3.30868 3.29468 3.88202 0.0 0.0 0.0 0.00
C 4.11879 1.04352 -1.28549 0.1 -0.1 0.2 0.00
C 1.74143 0.46978 -0.36520 0.2 -0.2 0.3 -0.01
C -1.01479 4.41138 -0.22204 -0.1 -0.4 0.0 0.00
H 1.55506 -7.04377 1.20486 0.0 0.0 0.0 0.00
H 5.32226 2.84674 -1.28762 0.0 0.0 0.0 0.00
H 4.43296 0.94664 0.87740 0.0 0.0 0.0 0.00
C -0.27963 -6.25775 0.42280 0.0 0.1 0.0 0.00
Mn -0.07844 0.31494 0.22037 -1.7 -0.1 -0.9 3.69
C -1.17646 6.75873 -0.48520 0.0 -0.1 0.0 0.00
C -6.07116 0.44636 -2.33809 0.2 0.6 0.1 0.01
H 0.69075 -1.55469 -1.93201 -0.1 -0.1 0.0 0.01
H 4.41206 2.20671 5.80226 0.0 0.0 0.0 0.00
C -5.06168 1.26235 -1.86493 -0.6 -0.1 -0.3 0.00
C -1.31456 2.96123 -0.23420 -2.1 0.6 -1.0 0.01
C -3.86042 -0.74499 -1.19849 1.3 -0.3 0.6 0.01
C 1.12619 -2.33567 0.99635 0.0 0.0 0.2 0.01
H 3.68215 -1.69683 4.14670 0.0 0.0 0.0 0.00
H -0.69683 -7.24147 0.25070 0.0 0.0 0.0 0.00
H 1.81170 5.89498 0.92728 0.0 0.0 0.0 0.00
C 3.40540 2.21902 3.93875 0.1 0.0 0.1 0.00
H 4.59731 -0.26526 5.92893 0.0 0.0 0.0 0.00
C 0.09511 6.90381 0.07386 0.0 0.1 0.0 0.00
C 2.39741 -0.54850 1.83055 -0.1 -0.2 0.5 0.02
C -5.97989 -0.95378 -2.24764 0.3 -0.5 0.2 0.01
C 0.24749 4.55411 0.32962 0.1 -0.1 0.0 0.00
N -2.45734 2.50012 -0.66496 1.3 0.9 0.4 0.01
H 3.78878 3.00739 -0.41133 0.0 0.0 0.0 0.00
H -4.79416 -2.64104 -1.61726 0.0 0.0 0.0 0.00
N -1.96200 0.14889 -0.28954 -0.1 0.0 0.0 0.01
H 5.91409 0.66927 -2.41371 0.0 0.0 0.0 0.00
H 2.05322 1.64835 -3.05467 0.0 0.0 0.0 0.00
H -6.94863 0.88917 -2.79364 0.0 0.0 0.0 0.00
H -5.11366 2.33906 -1.94204 0.0 0.1 0.0 0.00
C -1.75098 5.50423 -0.63923 0.0 0.1 0.0 0.00
H -0.22050 -1.50560 -3.31401 0.0 0.0 0.0 0.01
C 2.64289 0.67420 -1.30961 -0.3 0.1 -0.3 0.03
H -2.01519 -5.19377 -0.31562 0.0 0.0 0.0 0.00
C 1.00387 -6.14370 0.96410 0.0 -0.1 0.0 0.00
N 0.62705 -1.17281 -2.87162 0.0 0.0 0.0 0.10
C 2.23367 1.73318 1.70970 -0.1 0.2 0.5 0.02
C -0.43628 -3.89628 0.33569 -0.2 0.5 -0.1 0.00
H 4.52416 0.92850 -3.45224 0.0 0.0 0.0 0.00
C 3.62067 -0.61835 4.08490 0.0 0.0 0.1 0.00
N 1.82330 2.97812 1.30756 0.2 0.2 -0.3 0.03
H 5.86646 0.64830 -0.09329 0.0 0.0 0.0 0.00
C 2.90734 1.40926 2.88248 -0.2 0.4 -0.3 0.02
N 2.05300 0.69206 -2.68492 0.2 0.1 -0.1 0.05
C 4.00976 1.60933 4.99380 -0.1 0.1 -0.1 0.01
C -2.58675 -1.02908 -0.57486 -1.2 0.0 -0.5 0.02
C -2.73482 1.18140 -0.71538 -1.2 -0.5 -0.4 0.03
C 4.26472 2.57196 -1.28890 -0.1 0.0 0.0 0.00
N 1.93399 0.52806 1.06702 1.5 0.3 0.1 0.02
C -1.02025 -5.12864 0.10264 0.0 -0.1 0.0 0.00
C -4.87728 -1.56504 -1.68316 -0.6 0.0 -0.3 0.00
H -2.73166 5.37041 -1.07353 0.0 0.0 0.0 0.00
H 2.57115 -4.80497 1.61714 0.0 0.0 0.0 0.00
C 4.84537 0.47321 -2.51236 0.0 -0.1 0.0 0.01
H 4.71419 -0.60868 -2.58689 0.0 0.0 0.0 0.00
N -0.24393 2.29204 0.26341 1.1 -1.2 0.5 0.02
C 0.82628 5.79905 0.49141 0.0 0.0 0.0 0.00
C 4.79045 0.46929 -0.03426 0.0 0.0 0.0 0.00
```
Forces are in eV/Å.

Record 3
Computed, not measured: a molecular structure, C39H29N15OSTc, with ωB97M-V/def2-TZVPD.

Summary:
Total energy in eV: -78337.8625
Charge: +2
Highest occupied orbital energy (spin up / spin down) in eV: -11.8 / -13.6
<S²>: 3.807
2S+1: 4
HOMO-LUMO gap (spin up / spin down) in eV: 5.24 / 6.29

Structure (XYZ):
```
86
Properties=species:S:1:pos:R:3:forces:R:3:lowdin_spin:R:1
C -2.19945 -1.24854 -2.08366 0.0 0.1 0.0 0.12
C 1.26009 4.99783 1.51185 0.0 0.0 0.0 0.02
N -2.30744 -2.69083 1.11549 0.0 0.0 0.0 0.01
C -0.88142 4.30044 -3.47060 0.0 0.0 0.0 0.03
C -1.25154 -1.21221 4.11607 0.0 0.0 0.0 0.00
C -0.70051 -0.34799 3.07048 0.0 0.0 -0.1 0.04
N 2.54529 1.73507 -1.86882 0.0 0.0 0.0 0.00
N -0.85280 -0.92608 1.84342 0.0 0.0 0.1 0.03
H -3.07495 -3.91391 6.10721 0.0 0.0 0.0 0.00
H -0.80364 -0.26785 5.99652 0.0 0.0 0.0 0.00
H 1.95794 5.26537 4.82796 0.0 0.0 0.0 0.00
C 1.60145 4.81516 3.91162 0.0 0.0 0.0 0.02
C -1.87425 -2.26160 3.45607 0.0 0.0 0.0 0.00
H 2.18296 -4.57301 -1.14218 0.0 0.0 0.0 0.00
H 0.93512 -0.04222 -2.78384 0.0 0.0 0.0 0.00
C -2.35083 -2.31472 -0.15509 0.0 0.0 0.0 0.06
C -0.02647 1.75160 2.40492 0.0 0.0 0.0 0.05
C 5.50360 1.94760 -2.60553 0.0 0.0 0.0 0.00
N 1.45718 -3.22220 -2.59946 0.0 0.0 0.0 0.00
C -1.27751 -1.09648 5.48908 0.0 0.0 0.0 0.01
H -1.48680 5.46416 -5.15896 0.0 0.0 0.0 0.00
N -1.96404 -0.36343 -3.00154 0.0 0.0 0.0 -0.01
H 0.49166 -4.84148 -1.61986 0.0 0.0 0.0 0.00
C -1.94124 -2.10249 6.18994 0.0 0.0 0.0 0.01
N 0.65027 -1.84267 -1.01719 0.0 0.1 -0.1 0.02
N -0.65839 1.13388 -1.63011 0.0 0.0 0.0 0.01
H 6.58673 1.86852 -2.57027 0.0 0.0 0.0 0.00
C -2.09981 3.42068 -5.38024 0.0 0.0 0.0 0.03
H 0.93944 2.98615 4.86511 0.0 0.0 0.0 0.00
N 4.66948 0.02493 0.26101 0.0 0.0 0.0 0.01
Tc -0.24004 -0.13061 0.00604 0.0 0.0 0.1 1.66
H -3.54789 -4.97407 -0.11461 0.0 0.0 0.0 0.00
H 5.22563 3.00130 -2.56423 0.0 0.0 0.0 0.00
C -0.42988 2.47594 -1.68594 0.1 0.0 0.0 0.17
C 1.25853 -4.08264 -1.44957 0.1 0.0 0.0 0.00
N -0.34901 1.69887 1.08479 0.1 0.0 -0.1 0.02
C -3.91716 -5.04970 -2.24776 0.0 0.0 0.0 0.02
H 1.32894 5.55494 0.58742 0.0 0.0 0.0 0.00
C -2.55296 -3.24874 4.13666 0.0 0.0 0.0 0.01
H 1.28463 -1.10395 -4.10905 0.0 0.0 0.0 0.00
H 1.16396 -3.94570 -4.56312 0.0 0.0 0.0 0.00
C 1.96966 -3.67204 -3.88028 0.0 0.0 0.0 0.00
C -3.26948 -3.10371 -3.55470 0.0 0.0 0.0 0.03
C -2.91072 -3.20676 -1.16535 0.0 0.0 0.0 0.01
C -0.89912 3.01718 -2.94010 0.0 0.0 0.0 0.03
C -3.46617 -4.46980 -1.06758 0.0 0.0 0.0 0.01
C -1.51571 1.95836 -3.61256 0.0 0.0 0.0 0.02
N 3.58420 1.12878 -1.17005 0.1 0.0 0.0 0.00
C -2.13692 2.14485 -4.84039 0.0 0.0 0.0 0.04
C 0.13370 2.87783 0.51600 0.0 -0.1 0.0 0.09
C -3.82123 -4.37761 -3.46822 0.0 0.0 0.0 0.01
N 5.61146 0.51993 -0.58703 0.0 0.0 0.0 0.00
H 2.58872 -2.89860 -4.33410 0.0 0.0 0.0 0.00
C 3.42172 0.38133 -0.04912 0.1 0.0 0.0 0.01
H 2.41216 2.68631 -1.53349 0.0 0.0 0.0 0.00
H -2.56669 3.60888 -6.33744 0.0 0.0 0.0 0.00
H -1.97840 -2.06336 7.27000 0.0 0.0 0.0 0.00
H -4.19414 -4.85842 -4.36256 0.0 0.0 0.0 0.00
C 0.60071 3.02583 2.74072 0.0 0.0 0.0 0.01
N 1.22322 -0.95100 -3.11729 0.0 0.0 0.0 0.00
S 2.08771 0.03126 0.94222 0.0 0.0 0.1 0.02
H 4.94339 -0.52290 1.06157 0.0 0.0 0.0 0.00
N -0.21148 0.83528 3.33638 0.0 0.0 0.0 0.02
H 2.14467 6.51837 2.73492 0.0 0.0 0.0 0.00
C 0.79479 -3.08847 -0.39632 -0.1 0.0 0.0 0.01
C 0.71152 3.73079 1.55326 0.0 0.0 0.0 0.00
H -2.63305 1.32903 -5.34801 0.0 0.0 0.0 0.00
N 0.11411 3.23375 -0.73006 0.0 0.0 0.0 0.01
C 1.09653 -1.98157 -2.27804 0.0 0.0 0.0 0.01
H -4.36090 -6.03565 -2.22351 0.0 0.0 0.0 0.00
C -1.68408 -2.01113 2.02754 0.0 0.0 0.0 0.04
C -2.81128 -2.53960 -2.37818 0.0 0.0 0.0 0.00
C -2.56568 -3.15604 5.52776 0.0 0.0 0.0 0.01
H -3.04730 -4.05705 3.61624 0.0 0.0 0.0 0.00
C 4.94266 1.20258 -1.45534 -0.1 0.0 0.0 0.00
C 1.03755 3.54404 3.94430 0.0 0.0 0.0 0.01
C -1.48150 4.48196 -4.70640 0.0 0.0 0.0 0.03
C -1.39788 0.81154 -2.74448 0.0 0.0 0.0 0.19
H -3.20873 -2.57400 -4.49559 0.0 0.0 0.0 0.00
H -0.42649 5.12268 -2.93524 0.0 0.0 0.0 0.00
H 2.79820 1.76105 -2.85007 0.0 0.0 0.0 0.00
C 1.70917 5.52845 2.71748 0.0 0.0 0.0 0.00
H 5.15855 1.53331 -3.55447 0.0 0.0 0.0 0.00
O 0.56625 -3.32955 0.75610 0.0 0.0 0.0 0.00
N -1.94749 -1.14839 -0.71037 0.0 -0.1 0.0 0.01
H 2.59971 -4.54328 -3.71800 0.0 0.0 0.0 0.00
```
Forces are in eV/Å.